# C40H90N6O3

A 6-piece molecular cluster, C40H90N6O3 overall at a distorted geometry (wB97M-V/def2-TZVPD, the OMol25 dataset).

Computed properties:
spin multiplicity = 1
ΔE to the lowest compared entry with this formula, charge and spin = 34.1 kcal/mol
total charge = +4

Geometry as XYZ:
```
139
Properties=species:S:1:pos:R:3:mulliken_charge:R:1
H 0.82646 25.57497 -3.54101 0.41
N -7.38972 28.64489 -8.63822 0.54
H -2.20276 35.31127 -14.19294 0.42
C 9.14091 25.64280 -5.63475 -0.46
H -0.77410 35.35082 -0.63220 0.37
N 7.33323 25.76958 -7.31609 0.14
O -0.35147 28.80698 -6.97732 -0.67
C 0.16780 22.90536 -1.52569 -0.55
H 3.61075 26.54083 -0.58425 0.37
C 3.61951 36.97226 -2.60703 -0.51
H 3.75691 35.00006 -4.37113 0.42
N -0.26843 25.31652 -1.61683 -0.08
C 6.36680 24.82297 -8.00360 -0.79
H -7.86975 29.76069 -6.87556 0.28
H -0.44416 35.28446 -16.69769 0.35
C 3.73496 34.43821 -1.97445 -1.06
C 0.16538 31.09914 -12.90171 -0.64
C 0.20928 24.82626 -3.04438 -0.56
H -5.38127 29.52909 -8.24002 0.37
H -6.66886 28.40021 -6.68263 0.46
H 2.86703 27.51346 0.51433 0.36
H -0.34432 30.94927 -11.94995 0.31
H -6.23492 26.35769 -10.93280 0.40
C -7.41380 27.21659 -9.21281 -0.65
H -7.16529 27.63106 -11.37464 0.33
C 2.95229 27.40931 -0.56733 -1.42
H 6.09593 24.02252 -7.31510 0.46
H 3.03322 36.70764 -5.80213 0.36
H 4.72002 26.08613 -7.49475 0.22
H -9.42607 29.01263 -8.95347 0.40
H 6.09897 27.12336 -6.15505 0.44
C 8.01776 26.60160 -5.17108 -0.87
C -0.74556 34.49427 -1.30571 -1.28
H 6.78831 27.46432 -8.54630 0.31
C -1.52541 34.77639 -14.85868 -0.36
H -8.40125 29.77832 -10.34114 0.34
H -1.24366 33.19615 -11.08062 0.46
C -7.59856 28.73863 -7.14004 -0.67
H 8.20906 26.48131 -9.08023 0.40
H 0.59864 34.06235 -2.88802 0.25
H 8.20778 27.65869 -5.35696 0.35
H 2.93407 25.49117 -8.97231 0.36
H -1.76058 23.95399 -1.45478 0.44
H -0.96649 33.56177 -0.78637 0.32
H 1.06368 33.22846 -11.27168 0.34
H 3.98819 24.44644 -9.95053 0.38
H 4.28634 37.91286 -4.35568 0.32
H 0.59740 34.37106 -14.71971 0.50
H 1.58546 37.08356 -4.93377 0.31
H 3.27285 37.46344 -1.69783 0.30
H 0.06499 35.47434 -13.50234 0.57
C 1.49416 31.83585 -12.66187 -0.64
H -9.07783 28.76228 -4.49261 0.37
H 1.93368 23.62557 -2.65653 0.35
C 1.04330 33.22297 -12.36148 -0.59
H 10.06554 26.16264 -5.88558 0.32
C 5.03945 25.57499 -8.40293 -0.04
C 3.83288 24.87464 -8.96026 -1.56
H 9.38396 25.04264 -7.64595 0.33
C -8.52011 29.51695 -9.28964 -1.11
H -8.43090 26.71779 -6.70791 0.33
C 8.62866 24.91042 -6.87125 -0.57
C -6.05576 29.28637 -9.06114 -0.58
H 3.74583 34.48279 -0.88541 0.36
H -1.01473 34.94277 -11.69096 0.29
H -5.04038 28.72922 -10.91903 0.37
H -7.71121 27.58936 -4.55787 0.35
C -0.76484 24.01332 -1.01537 -0.62
H -2.23492 33.85479 -12.41179 0.39
H -6.16053 30.22004 -9.61375 0.26
H -1.27369 27.31500 -2.06642 0.33
H 3.55195 28.21992 -0.98137 0.36
C -5.51543 28.24800 -10.06412 -0.52
H 3.22492 33.51688 -2.25572 0.44
H -0.71395 24.74478 -3.61806 0.43
H 1.05260 33.60433 -1.25443 0.28
H 8.45567 23.83501 -6.83063 0.40
C 1.53517 35.72784 -1.84397 -0.84
H -0.23907 32.33004 -14.64143 0.37
C -1.40957 35.46060 -16.22326 -1.34
C -6.61122 27.28550 -10.50189 -0.75
O -1.25994 30.23597 -5.62517 -0.65
H 1.97117 35.89499 -0.85906 0.49
N -0.30361 33.43865 -12.94019 0.33
H 1.03456 22.61317 -0.93286 0.28
H 1.59139 27.20345 -2.37651 0.40
H -0.33552 21.97763 -1.79791 0.37
H 8.45054 27.61996 -7.75072 0.39
H 4.67774 36.71456 -2.56412 0.37
H 9.28238 24.93511 -4.81787 0.30
H 0.39490 25.96844 0.25242 0.49
H -2.17376 33.93066 -15.08771 0.32
H 0.38074 30.07958 -13.22141 0.41
H -1.54184 26.31218 -0.56706 0.42
H -9.36600 27.04911 -4.76433 0.37
N 2.88598 35.59718 -2.63338 0.13
C 7.71832 26.98191 -8.24555 -0.92
H -4.72169 27.68315 -9.57520 0.31
H 0.82015 22.93059 -3.65992 0.41
H 1.78534 33.92878 -12.73471 0.27
H 0.98657 36.58026 -2.24462 0.40
C 3.31035 37.70413 -3.91752 -0.59
C 6.74189 26.26230 -5.97251 -0.60
H -1.72937 32.09136 -13.67498 0.35
H 5.37409 26.14566 -9.26922 0.24
C -0.64000 32.11872 -13.65011 -0.60
H -8.38231 30.45307 -8.74854 0.44
H -8.42265 26.94317 -9.52195 0.27
C -8.67913 27.86916 -4.97373 -1.34
H 2.13924 31.93737 -13.53461 0.33
O 0.69483 30.52934 -6.43476 -0.66
H -0.89927 24.14051 0.05881 0.40
C 0.85240 23.51820 -2.74244 -0.68
C 2.76613 35.40607 -4.16712 -0.63
C 0.62958 34.40945 -1.85522 -0.19
H 6.79314 24.14600 -8.74389 0.53
H 4.73564 34.38823 -2.40368 0.44
C -8.58227 27.77590 -6.49439 -0.36
H 2.12910 31.24511 -12.00157 0.38
H 7.85419 26.64542 -4.09431 0.46
H 1.99228 34.67342 -4.39620 0.39
H 6.19247 25.41992 -5.55225 0.40
C 1.60847 27.12488 -1.28949 -0.31
H 1.67534 25.09792 -0.57356 0.37
C 2.60836 36.73208 -4.79865 -0.52
C -1.46186 26.32371 -1.65405 -0.87
C -0.24286 34.59047 -14.06098 -0.97
C -1.26973 33.90545 -11.90784 -0.95
H -1.47227 36.54720 -16.16467 0.35
H 3.57286 23.99004 -8.37891 0.35
H 2.85939 38.69469 -3.97684 0.35
H -2.28101 35.24100 -16.84009 0.35
H -7.04586 26.41863 -8.56785 0.47
H -1.47968 34.46248 -2.11079 0.31
H -9.53545 27.99825 -6.97408 0.35
N -0.33795 29.86960 -6.32345 0.98
H 0.98290 27.97984 -1.03294 0.31
H -2.33194 25.95184 -2.19514 0.38
C 0.87485 25.82400 -0.71550 -0.79
```

# C40H93N10O10

A 8-piece molecular cluster, C40H93N10O10 overall (wB97M-V/def2-TZVPD, the OMol25 dataset).

Computed properties:
spin multiplicity = 1
total charge = +1

Geometry as XYZ:
```
153
Properties=species:S:1:pos:R:3:mulliken_charge:R:1
H 4.91122 -9.03424 -1.52156 0.24
H 4.94501 -1.51319 0.84153 0.64
N -11.82354 -0.42511 3.53583 -0.71
H 3.84174 -4.30746 -5.89809 0.16
H -7.71699 4.54645 2.83553 0.35
H -2.15222 -1.64665 -9.39398 0.30
H -1.59459 -1.35958 -11.05439 0.26
O 0.66711 0.66881 5.74782 -0.33
C -0.44805 -3.85264 -7.67597 -1.60
C 5.28080 -2.80519 -6.54408 -0.01
H 7.81609 -0.21419 -0.27394 0.49
H -1.77097 4.69483 2.84669 0.46
H 6.51642 -2.85960 -4.75541 0.25
H 7.99873 -3.04014 1.12994 0.35
C 7.08135 -7.19596 -2.14223 -0.93
C 3.74517 3.13870 3.52505 -0.46
H 5.24097 -7.37917 -4.16594 0.37
H 4.53372 -1.08638 -7.36535 0.24
H -3.86032 6.01874 2.37763 0.44
H -3.93203 1.42647 3.54182 0.18
H -4.45600 3.60091 4.81320 -0.02
C 5.66100 1.64763 0.12207 0.03
H 7.94835 -6.64380 -1.76911 0.36
O -6.03932 3.69697 3.59511 -0.24
H -0.08835 -4.69045 -7.07919 0.38
H -9.64027 2.03425 0.31133 0.26
H 0.87482 -0.67072 -8.07947 0.29
H -0.70609 -4.24455 -8.65955 0.29
H -0.23684 0.62364 3.95922 0.38
O 6.71922 -8.07617 -1.10079 -0.40
H -5.99964 3.66419 5.66481 0.50
H -7.41493 1.01694 4.38345 0.16
H -11.51412 -0.59350 2.58275 0.30
H 1.45989 -3.30868 -9.52656 0.32
H -1.21292 -0.05552 5.26107 0.52
H 4.72038 3.27870 0.94096 0.30
O 6.52289 2.47932 -0.55592 -0.43
H -13.01888 2.70838 3.04147 0.34
H 6.61363 -1.86256 -2.31019 -0.64
C 0.50423 0.32667 7.11523 -0.73
C -2.55947 6.24908 0.70770 -1.54
H -9.78124 1.37501 4.18247 0.12
H -2.65850 1.46657 6.59541 0.36
C 0.63021 -2.77776 -7.76980 0.67
H 6.31415 -9.58736 -2.47025 0.30
C -13.03643 1.61726 3.01056 -1.44
C 2.91444 2.40778 2.43171 0.32
H -0.32722 -0.37006 7.24952 0.33
C 3.92988 0.19289 1.61995 -1.27
C -1.11419 3.31113 0.80119 -0.75
H -10.64193 3.09167 1.32704 0.34
H 3.22077 5.00085 1.47350 0.17
C -10.42429 2.05088 1.06749 -0.73
H 5.52991 -4.84096 -5.82205 0.31
H -10.59406 2.78856 3.50447 0.40
H 3.44935 -3.36699 -3.98471 0.28
H 6.12330 -2.80273 -7.24196 0.42
C -2.04114 2.34071 6.38450 -1.72
H -1.30806 3.75500 -0.17820 0.28
H -2.69558 3.19871 6.23550 0.34
H -11.32086 1.59444 0.64223 0.26
H -7.26612 1.55894 6.06318 0.38
H -4.19003 4.12024 0.20259 0.35
O 4.78814 -1.80490 -4.32025 -0.42
C -1.35993 -1.86279 -10.11750 -0.64
C 4.85841 -6.76305 -3.35079 -1.46
H 5.07065 -3.57750 -3.26119 0.00
N 1.75451 -3.28790 -8.55339 -0.57
C 5.79813 -2.18406 -5.24215 -0.42
H -1.35790 -3.46803 -7.21031 0.36
C 5.98698 -9.22391 -1.49186 -0.65
H 3.56258 2.70224 4.50454 0.37
H 0.12862 3.13469 4.01698 0.03
C 3.84367 1.56754 1.63342 -0.52
H 3.92080 -2.41287 -2.58305 0.34
H -12.01875 1.18251 4.82876 0.42
C -2.65802 4.28231 2.34674 0.98
C 6.87285 -0.31705 -0.81635 -0.72
H -2.27858 5.73072 -0.20993 0.31
H 4.16944 5.09293 4.23280 0.48
H 2.47599 3.14835 1.76550 0.13
H -7.85198 4.08785 4.54428 0.39
H -3.30930 3.88308 3.12805 -1.18
C -6.75585 1.03517 5.25237 -1.55
C -7.45446 3.78612 3.57066 -0.85
H 3.23038 -0.37173 2.21823 0.56
H -6.59782 0.00258 5.56125 0.46
C 0.11071 -1.42687 -8.28193 -0.73
H -1.64743 6.56078 1.22224 0.33
H -7.91446 2.84401 3.26319 0.25
H 7.40926 -7.76045 -3.02461 0.49
C -1.24306 2.11983 5.10911 1.90
N -4.54620 4.84267 0.82175 -0.70
C 3.53163 4.63995 3.47599 -0.75
C -10.51117 1.69463 3.43291 -0.31
N 4.73679 2.24975 0.88326 0.29
H -0.69563 2.31539 0.63901 0.29
O 7.52101 -3.39445 0.37062 -0.51
H -1.96563 2.15878 4.28731 -0.70
H -0.79862 -1.12780 -7.74139 0.44
H 2.50484 4.93314 3.70778 0.29
H -0.37709 3.92639 1.33410 0.28
N 3.97027 5.11501 2.14719 -0.55
C -3.43147 5.37528 1.60379 0.28
H -11.10929 -0.85074 4.11877 0.28
H 6.18226 -5.06234 -0.82324 0.06
C -11.84969 1.02118 3.75949 0.20
H -5.19344 4.36258 1.44273 0.18
H -1.33063 -2.93900 -10.30455 0.22
H 0.99880 -2.59407 -6.75239 0.17
C 4.81118 -4.24864 -6.39341 -1.30
O -9.94480 1.33320 2.18922 -0.38
H 6.32954 -1.26011 -5.48516 0.37
O -0.11198 -1.36687 -9.67378 -0.39
C 5.94973 3.44737 -1.23021 0.40
H 6.17740 -9.99745 -0.74982 0.26
C 5.99448 -6.18123 -2.51761 0.97
H 0.44858 3.11090 5.59716 0.41
H -3.10649 7.14410 0.41600 0.37
H 4.16223 6.10832 2.16511 0.27
H 2.51852 -2.61499 -8.51966 0.24
H -5.41189 1.38105 2.91896 0.39
H 4.26109 -5.96217 -3.78688 0.16
H 0.33764 1.20816 7.73852 0.26
C -5.48222 3.22121 4.80356 -0.63
H 6.48713 -5.41212 -3.12505 0.01
C 7.79379 -2.64846 -0.75972 0.19
H -1.42613 2.54585 7.26108 0.39
H 5.12162 -6.25442 -0.69735 0.34
N -0.30897 3.23554 4.93017 -0.60
N 5.43046 -5.52184 -1.33100 -0.53
H -13.96821 1.27936 3.46158 0.36
H 5.71670 -2.18861 -0.84687 0.26
H 4.18908 -7.37333 -2.74466 0.37
C 5.79488 0.28718 0.04803 0.77
C 4.28898 -2.85532 -3.51022 -0.41
C -0.53317 0.76588 5.00383 -1.10
H 3.48228 -1.88707 -6.45001 0.28
H 4.80457 2.98834 3.31479 0.39
N 5.41853 4.28830 -1.79900 -0.35
H 1.42311 -0.15727 7.44245 0.26
O 8.84466 -2.70588 -1.31608 -0.50
C 6.64953 -1.78553 -1.22621 0.67
H 4.69210 -4.70588 -7.37387 0.44
C -5.42067 1.69160 4.92302 0.89
H -4.73280 1.47422 5.74389 -0.01
N -4.86662 1.06677 3.71719 -0.66
O -2.29037 3.15821 1.55923 -0.41
N 4.20370 -2.02454 -7.15418 -0.52
H 2.13341 1.81163 2.89353 0.04
C 4.88987 -0.43299 0.83749 -0.19
H 6.99975 0.28767 -1.71132 0.52
H -13.05011 1.30387 1.96647 0.29
```

Number 1: gap between HOMO and LUMO 6.73 eV, E_tot -2130.7998 Eh. Number 2: gap between HOMO and LUMO 5.76 eV, E_tot -2879.4429 Eh.